Density functional theory data (ωB97M-V with the def2-TZVPD basis set) for C22H22N2O4 in the gas phase at a distorted geometry.

Atoms and positions in Å:
C1 6.943 1.571 0.683
C2 7.744 0.439 0.047
C3 8.267 -0.516 1.118
C4 6.919 -0.342 -0.991
O1 5.843 -1.056 -0.414
C5 4.589 -0.551 -0.362
C6 3.666 -1.348 0.326
C7 2.343 -0.981 0.422
C8 1.895 0.202 -0.163
C9 0.485 0.677 -0.102
O2 0.200 1.857 -0.108
N1 -0.432 -0.338 -0.071
C10 -1.825 -0.265 -0.043
C11 -2.527 0.933 0.056
C12 -3.908 0.939 0.072
C13 -4.619 -0.255 -0.010
N2 -6.014 -0.314 -0.009
C14 -6.919 0.705 0.052
O3 -6.652 1.886 0.139
C15 -8.312 0.226 0.001
C16 -9.479 0.945 0.032
C17 -10.526 0.002 -0.052
C18 -9.926 -1.218 -0.128
O4 -8.591 -1.099 -0.097
C19 -3.918 -1.457 -0.101
C20 -2.540 -1.461 -0.118
C21 2.820 1.008 -0.818
C22 4.146 0.642 -0.930
H1 6.613 2.287 -0.066
H2 7.559 2.100 1.407
H3 6.069 1.182 1.201
H4 8.595 0.870 -0.493
H5 8.863 0.024 1.849
H6 8.885 -1.292 0.672
H7 7.434 -0.991 1.629
H8 7.556 -1.114 -1.437
H9 6.579 0.321 -1.791
H10 4.024 -2.259 0.781
H11 1.670 -1.609 0.990
H12 -0.065 -1.277 -0.142
H13 -1.983 1.861 0.115
H14 -4.443 1.870 0.145
H15 -6.401 -1.247 -0.078
H16 -9.556 2.009 0.105
H17 -11.577 0.203 -0.056
H18 -10.327 -2.210 -0.204
H19 -4.458 -2.391 -0.162
H20 -2.009 -2.401 -0.192
H21 2.476 1.937 -1.249
H22 4.821 1.297 -1.456

Summary:
- ΔE to the lowest compared entry with this formula, charge and spin: 32.6 kcal per mole
- E_HOMO: -7.7970 eV
- Energy: -34341.7755 eV
- Lowest unoccupied orbital energy: 0.6 eV

=====

Density functional theory data (ωB97M-V with the def2-TZVPD basis set) for a molecular structure, C22H22N3O5S2Te4V at a distorted geometry.

Atoms and positions in Å:
V1 2.246 2.838 -2.702
O1 3.495 4.151 -2.328
C1 3.089 3.595 -1.251
O2 3.200 2.344 -1.114
C2 2.024 4.234 -0.441
C3 2.149 4.472 0.918
C4 1.018 4.744 1.672
C5 -0.235 4.761 1.073
C6 -0.371 4.550 -0.289
C7 0.763 4.275 -1.049
S1 0.571 3.911 -2.771
H1 3.131 4.409 1.372
H2 1.118 4.918 2.736
H3 -1.123 4.918 1.671
H4 -1.344 4.538 -0.765
Te1 0.827 0.942 -5.568
Te2 1.504 2.600 -10.070
Te3 1.727 2.733 -7.431
Te4 2.014 2.976 -4.865
O3 3.577 0.548 -3.411
C8 2.447 0.180 -3.099
C9 1.864 -1.190 -3.423
C10 0.370 -0.963 -3.197
C11 0.300 0.538 -2.977
O4 -0.697 1.222 -3.159
N1 1.520 1.044 -2.604
H5 2.309 -1.940 -2.765
H6 2.125 -1.445 -4.449
H7 0.000 -1.417 -2.273
H8 -0.289 -1.284 -4.002
C12 -4.716 -2.524 0.530
C13 -3.268 -2.413 0.993
C14 -2.881 -0.968 1.300
N2 -1.559 -0.895 1.890
C15 -0.488 -0.318 1.328
S2 -0.563 0.668 -0.002
N3 0.756 -0.479 1.926
C16 1.257 -1.289 2.940
O5 2.316 -1.001 3.450
C17 0.489 -2.504 3.342
C18 0.326 -2.755 4.702
C19 -0.334 -3.897 5.123
C20 -0.806 -4.806 4.186
C21 -0.607 -4.581 2.832
C22 0.036 -3.430 2.406
H9 -4.959 -3.561 0.299
H10 -4.876 -1.932 -0.371
H11 -5.402 -2.178 1.304
H12 -2.607 -2.804 0.215
H13 -3.119 -3.016 1.894
H14 -3.598 -0.528 2.001
H15 -2.881 -0.368 0.392
H16 -1.421 -1.455 2.717
H17 1.434 0.200 1.598
H18 0.707 -2.037 5.415
H19 -0.468 -4.081 6.180
H20 -1.334 -5.691 4.513
H21 -0.956 -5.302 2.104
H22 0.197 -3.256 1.350

Summary:
- Expectation value of S²: 0.82
- E_HOMO (alpha / beta): -4.0376 / -4.0628 eV
- Energy: -114408.1146 eV
- 2S+1: 2
- Lowest unoccupied orbital energy (alpha / beta): 1.7 / 1.3 eV
- Total charge: -1

=====

Density functional theory data (ωB97M-V with the def2-TZVPD basis set) for C22H22N6O2S in the gas phase at a distorted geometry.

Atoms and positions in Å:
O1 -3.893 -1.867 -1.894
C1 -3.944 -1.250 -0.837
C2 -5.271 -0.939 -0.275
C3 -6.452 -1.500 -0.696
C4 -7.476 -0.899 0.064
C5 -6.855 -0.009 0.886
O2 -5.528 -0.023 0.692
N1 -2.816 -0.893 -0.179
C6 -2.674 -0.094 1.017
C7 -2.067 1.263 0.625
N2 -0.785 1.134 -0.036
C8 0.382 1.043 0.825
C9 1.558 1.839 0.291
C10 1.489 2.557 -0.894
C11 2.582 3.286 -1.332
C12 3.746 3.318 -0.585
C13 3.813 2.622 0.611
C14 2.726 1.886 1.046
C15 0.796 -0.351 1.184
N3 0.354 -0.983 2.251
N4 0.905 -2.188 2.239
N5 1.657 -2.336 1.236
N6 1.631 -1.199 0.527
C16 2.394 -1.086 -0.697
C17 3.804 -1.528 -0.479
C18 4.881 -0.753 -0.175
C19 6.063 -1.506 -0.006
C20 5.860 -2.837 -0.183
S1 4.227 -3.204 -0.556
C21 -0.883 0.223 -1.161
C22 -1.539 -1.126 -0.822
H1 -6.548 -2.250 -1.453
H2 -8.526 -1.098 0.006
H3 -7.232 0.671 1.625
H4 -3.631 0.048 1.510
H5 -1.996 -0.613 1.705
H6 -1.961 1.898 1.505
H7 -2.745 1.759 -0.079
H8 0.097 1.500 1.782
H9 0.573 2.549 -1.464
H10 2.519 3.837 -2.259
H11 4.595 3.890 -0.927
H12 4.711 2.659 1.211
H13 2.781 1.345 1.981
H14 1.917 -1.722 -1.452
H15 2.374 -0.043 -1.021
H16 4.832 0.317 -0.084
H17 7.017 -1.073 0.234
H18 6.576 -3.632 -0.115
H19 0.105 0.065 -1.593
H20 -1.508 0.715 -1.916
H21 -1.721 -1.697 -1.734
H22 -0.916 -1.722 -0.148

Summary:
- ΔE to the lowest compared entry with this formula, charge and spin: 60.7 kcal per mole
- E_HOMO: -8.4426 eV
- Energy: -47040.1368 eV
- Lowest unoccupied orbital energy: 0.6 eV